{
  "formula": "C33H74Cl2O14",
  "method": "ωB97M-V with the def2-TZVPD basis set",
  "multiplicity": 2,
  "largest_force_ev_per_a": 2.97,
  "charge": 1,
  "homo_lumo_gap_ev": [8.4, 2.2],
  "e_homo_ev": [-10.8415, -10.8415],
  "species": ["C", "C", "C", "O", "C", "H", "H", "H", "H", "H", "H", "H", "H", "C", "C", "C", "O", "C", "H", "H", "H", "H", "H", "H", "H", "H", "C", "C", "C", "O", "C", "H", "H", "H", "H", "H", "H", "H", "H", "C", "C", "C", "O", "C", "H", "H", "H", "H", "H", "H", "H", "H", "C", "C", "C", "O", "C", "H", "H", "H", "H", "H", "H", "H", "H", "C", "C", "C", "O", "C", "H", "H", "H", "H", "H", "H", "H", "H", "C", "C", "O", "O", "H", "H", "H", "H", "H", "H", "C", "C", "O", "O", "H", "H", "H", "H", "H", "H", "C", "C", "O", "O", "H", "H", "H", "H", "H", "H", "C", "C", "O", "O", "H", "H", "H", "H", "H", "H", "C", "Cl", "Cl", "H", "H"],
  "positions_angstrom": [[-5.270, 0.442, 2.585], [-4.101, 0.290, 3.593], [-2.861, 0.617, 2.761], [-3.293, 0.877, 1.472], [-4.554, 0.171, 1.320], [-5.635, 1.464, 2.486], [-6.095, -0.253, 2.746], [-4.072, -0.669, 4.111], [-4.109, 1.002, 4.418], [-2.080, -0.136, 2.870], [-2.483, 1.553, 3.172], [-4.133, -0.816, 1.130], [-5.078, 0.666, 0.503], [-3.008, 2.468, -2.137], [-4.468, 2.769, -1.759], [-4.596, 4.207, -2.314], [-3.362, 4.771, -2.059], [-2.297, 3.871, -2.076], [-2.986, 2.034, -3.137], [-2.585, 1.668, -1.529], [-4.519, 2.628, -0.680], [-5.182, 2.159, -2.313], [-5.348, 4.812, -1.808], [-4.782, 4.305, -3.384], [-1.766, 3.962, -1.129], [-1.668, 4.038, -2.951], [3.163, 2.117, -1.435], [4.144, 3.099, -2.037], [4.334, 2.555, -3.418], [3.092, 2.002, -3.744], [2.199, 1.975, -2.630], [2.604, 2.538, -0.599], [3.653, 1.186, -1.151], [5.096, 3.056, -1.508], [3.741, 4.112, -2.012], [5.054, 1.747, -3.289], [4.565, 3.266, -4.211], [1.697, 1.008, -2.580], [1.567, 2.863, -2.642], [-4.010, -2.379, -3.607], [-2.603, -2.775, -4.027], [-1.764, -2.030, -3.030], [-2.465, -0.834, -2.643], [-3.797, -0.934, -3.159], [-4.266, -2.986, -2.739], [-4.718, -2.622, -4.399], [-2.492, -2.462, -5.065], [-2.410, -3.845, -4.100], [-0.760, -1.810, -3.393], [-1.811, -2.573, -2.086], [-3.861, -0.199, -3.962], [-4.429, -0.598, -2.337], [1.514, -6.489, -1.643], [1.348, -5.913, -0.267], [0.827, -4.529, -0.719], [0.042, -4.800, -1.890], [0.417, -6.042, -2.554], [1.645, -7.568, -1.723], [2.413, -6.044, -2.070], [2.312, -5.948, 0.241], [0.641, -6.452, 0.363], [1.576, -3.809, -1.050], [0.123, -4.112, 0.001], [0.571, -5.791, -3.603], [-0.495, -6.635, -2.478], [-4.124, 5.638, 3.532], [-3.735, 4.168, 3.454], [-2.384, 4.159, 2.805], [-2.065, 5.536, 2.465], [-3.281, 6.304, 2.430], [-3.761, 6.072, 4.464], [-5.189, 5.850, 3.445], [-4.401, 3.426, 3.015], [-3.651, 3.821, 4.484], [-2.225, 3.752, 1.806], [-1.572, 3.860, 3.468], [-3.836, 6.365, 1.493], [-2.832, 7.283, 2.596], [0.756, -2.586, 4.322], [0.412, -2.855, 2.878], [1.526, -2.924, 2.033], [1.818, -3.377, 4.810], [-0.058, -2.706, 5.037], [1.028, -1.562, 4.576], [-0.355, -2.135, 2.594], [-0.025, -3.852, 2.821], [2.074, -3.624, 2.394], [1.985, -3.099, 5.714], [5.849, -1.411, -1.201], [4.927, -1.655, -0.012], [5.591, -1.613, 1.210], [6.700, -2.560, -1.281], [6.438, -0.533, -0.937], [5.340, -1.227, -2.147], [4.311, -2.540, -0.169], [4.095, -0.951, 0.016], [4.942, -1.839, 1.880], [7.075, -2.634, -0.400], [3.886, 1.441, 2.347], [5.177, 1.372, 3.123], [6.266, 0.868, 2.395], [3.312, 0.134, 2.414], [4.025, 1.841, 1.343], [3.119, 2.009, 2.874], [4.994, 0.836, 4.054], [5.409, 2.393, 3.427], [5.884, 0.146, 1.891], [3.469, -0.058, 3.341], [0.088, -0.382, -0.324], [0.020, 0.781, 0.651], [0.144, 0.270, 1.972], [1.279, -1.095, -0.149], [-0.172, -0.193, -1.366], [-0.689, -1.060, 0.028], [-0.875, 1.402, 0.683], [0.835, 1.499, 0.554], [0.857, -0.373, 1.944], [1.211, -1.685, 0.605], [2.355, -2.200, -3.500], [3.715, -3.346, -3.669], [2.213, -1.127, -4.896], [1.400, -2.713, -3.388], [2.576, -1.554, -2.650]],
  "lowdin_spin": [0.00, 0.00, 0.00, 0.00, 0.00, 0.00, 0.00, 0.00, 0.00, 0.00, 0.00, 0.00, 0.00, 0.00, 0.00, 0.00, 0.00, 0.00, 0.00, 0.00, 0.00, 0.00, 0.00, 0.00, 0.00, 0.00, 0.02, 0.02, 0.10, 0.64, 0.08, 0.00, 0.00, 0.00, 0.00, 0.06, 0.02, 0.01, 0.05, 0.00, 0.00, 0.00, 0.00, 0.00, 0.00, 0.00, 0.00, 0.00, 0.00, 0.00, 0.00, 0.00, 0.00, 0.00, 0.00, 0.00, 0.00, 0.00, 0.00, 0.00, 0.00, 0.00, 0.00, 0.00, 0.00, 0.00, 0.00, 0.00, 0.00, 0.00, 0.00, 0.00, 0.00, 0.00, 0.00, 0.00, 0.00, 0.00, 0.00, 0.00, 0.00, 0.00, 0.00, 0.00, 0.00, 0.00, 0.00, 0.00, 0.00, 0.00, 0.00, 0.00, 0.00, 0.00, 0.00, 0.00, 0.00, 0.00, 0.00, 0.00, 0.00, 0.00, 0.00, 0.00, 0.00, 0.00, 0.00, 0.00, 0.00, 0.00, 0.00, 0.00, 0.00, 0.00, 0.00, 0.00, 0.00, 0.00, 0.00, 0.00, 0.01, 0.00, 0.00]
}

---

{
  "formula": "C33H75BN5O30",
  "method": "ωB97M-V with the def2-TZVPD basis set",
  "multiplicity": 1,
  "largest_force_ev_per_a": 3.81,
  "charge": -1,
  "homo_lumo_gap_ev": 8.6,
  "e_homo_ev": -7.4341,
  "species": ["O", "C", "O", "B", "O", "C", "O", "O", "C", "O", "C", "O", "O", "C", "N", "O", "O", "H", "H", "H", "C", "N", "O", "O", "H", "H", "H", "C", "N", "O", "O", "H", "H", "H", "C", "N", "O", "O", "H", "H", "H", "C", "N", "O", "O", "H", "H", "H", "C", "O", "C", "C", "O", "C", "H", "H", "H", "H", "H", "H", "H", "H", "H", "H", "C", "O", "C", "C", "O", "C", "H", "H", "H", "H", "H", "H", "H", "H", "H", "H", "C", "O", "C", "C", "O", "C", "H", "H", "H", "H", "H", "H", "H", "H", "H", "H", "C", "O", "C", "C", "O", "C", "H", "H", "H", "H", "H", "H", "H", "H", "H", "H", "C", "O", "C", "C", "O", "C", "H", "H", "H", "H", "H", "H", "H", "H", "H", "H", "C", "O", "C", "C", "O", "C", "H", "H", "H", "H", "H", "H", "H", "H", "H", "H"],
  "positions_angstrom": [[2.258, 1.492, 1.267], [1.814, 0.527, 0.629], [0.976, -0.351, 1.077], [0.802, -1.459, 0.053], [1.630, -0.992, -1.112], [2.275, 0.111, -0.764], [3.032, 0.734, -1.481], [-0.647, -1.707, -0.232], [-0.918, -2.962, -0.317], [-2.035, -3.475, -0.473], [0.340, -3.732, 0.180], [1.267, -2.807, 0.489], [0.493, -4.917, 0.264], [-4.579, -4.156, 4.794], [-3.750, -3.383, 5.781], [-2.520, -3.439, 5.681], [-4.350, -2.665, 6.572], [-3.897, -4.791, 4.230], [-5.179, -3.498, 4.165], [-5.119, -4.885, 5.398], [-5.238, -6.128, -6.251], [-5.823, -7.325, -5.574], [-6.514, -7.040, -4.570], [-5.655, -8.484, -6.026], [-5.870, -5.240, -6.256], [-4.895, -6.303, -7.270], [-4.310, -5.861, -5.746], [3.846, -0.967, 7.118], [4.103, -0.988, 8.560], [3.769, -1.965, 9.219], [4.394, 0.076, 9.089], [4.857, -1.122, 6.741], [3.325, -0.055, 6.825], [3.283, -1.876, 6.905], [7.492, 7.513, 0.234], [7.335, 8.363, 1.499], [7.957, 8.030, 2.489], [6.693, 9.375, 1.466], [8.552, 7.318, 0.071], [7.020, 7.996, -0.622], [6.942, 6.631, 0.563], [0.516, -9.628, 5.699], [1.565, -10.462, 4.961], [2.698, -10.490, 5.448], [1.276, -10.994, 3.919], [-0.214, -9.086, 5.098], [1.063, -8.824, 6.191], [0.127, -10.396, 6.367], [-5.353, 9.316, -3.623], [-3.908, 9.255, -3.457], [-3.184, 9.828, -4.519], [-1.678, 9.757, -4.274], [-1.164, 8.392, -4.369], [0.258, 8.367, -4.286], [-5.656, 10.314, -3.943], [-5.813, 9.137, -2.651], [-5.594, 8.576, -4.386], [-3.535, 10.823, -4.790], [-3.456, 9.201, -5.369], [-1.537, 10.118, -3.255], [-1.235, 10.463, -4.976], [0.626, 8.774, -3.345], [0.667, 8.953, -5.110], [0.554, 7.322, -4.379], [7.759, 5.724, -8.234], [8.210, 4.548, -8.918], [7.632, 3.310, -8.563], [7.967, 2.826, -7.112], [9.153, 2.008, -7.008], [10.386, 2.714, -6.722], [8.038, 6.584, -8.844], [8.236, 5.975, -7.287], [6.671, 5.725, -8.170], [7.940, 2.497, -9.221], [6.561, 3.303, -8.766], [7.048, 2.274, -6.911], [8.105, 3.537, -6.298], [10.285, 3.147, -5.727], [10.476, 3.557, -7.406], [11.220, 2.019, -6.823], [7.033, 5.927, 8.789], [5.799, 6.689, 8.757], [4.862, 6.233, 7.733], [4.075, 7.497, 7.403], [3.726, 8.171, 8.630], [2.850, 9.275, 8.382], [7.596, 6.115, 9.703], [7.651, 6.141, 7.917], [6.973, 4.838, 8.765], [4.199, 5.423, 8.038], [5.396, 5.848, 6.864], [3.270, 7.197, 6.732], [4.768, 8.125, 6.844], [1.990, 8.943, 7.801], [3.249, 10.146, 7.861], [2.481, 9.629, 9.345], [-3.182, -2.521, -10.246], [-1.964, -2.578, -9.527], [-0.945, -3.367, -10.052], [0.270, -3.613, -9.166], [-0.134, -4.264, -8.038], [0.836, -4.378, -6.960], [-3.465, -3.520, -10.577], [-3.030, -1.942, -11.157], [-3.986, -2.019, -9.708], [-0.712, -3.026, -11.061], [-1.410, -4.338, -10.220], [0.797, -2.689, -8.926], [0.901, -4.299, -9.732], [1.594, -5.024, -7.405], [0.374, -4.926, -6.139], [1.290, -3.426, -6.687], [-8.183, 5.701, 4.533], [-7.688, 4.698, 5.474], [-8.159, 3.379, 5.285], [-7.628, 2.590, 4.028], [-7.976, 3.117, 2.710], [-7.317, 2.327, 1.746], [-7.724, 5.584, 3.551], [-7.946, 6.679, 4.951], [-9.247, 5.576, 4.335], [-9.245, 3.420, 5.364], [-7.813, 2.844, 6.169], [-7.865, 1.529, 4.095], [-6.558, 2.651, 4.229], [-7.425, 2.711, 0.732], [-7.747, 1.355, 1.505], [-6.238, 2.293, 1.895], [-4.715, -11.101, 2.059], [-5.513, -12.150, 2.666], [-5.029, -13.457, 2.404], [-3.769, -13.795, 3.155], [-3.998, -13.855, 4.541], [-2.900, -14.470, 5.241], [-4.576, -11.391, 1.017], [-3.717, -11.000, 2.486], [-5.189, -10.120, 2.105], [-4.903, -13.649, 1.339], [-5.785, -14.176, 2.721], [-3.003, -13.052, 2.935], [-3.381, -14.733, 2.758], [-2.036, -13.807, 5.276], [-2.567, -15.426, 4.837], [-3.179, -14.594, 6.287]],
  "lowdin_charge": [0.09, -0.40, 0.22, -0.75, 0.21, -0.39, 0.12, 0.23, -0.39, 0.09, -0.38, 0.20, 0.14, 0.04, -0.43, 0.05, 0.05, 0.09, 0.10, 0.09, 0.02, -0.39, 0.04, 0.04, 0.10, 0.09, 0.10, 0.04, -0.45, 0.05, 0.05, 0.11, 0.11, 0.10, 0.06, -0.46, 0.05, 0.07, 0.09, 0.09, 0.10, 0.05, -0.44, 0.04, 0.07, 0.09, 0.09, 0.10, -0.07, -0.20, -0.24, -0.18, -0.18, -0.11, 0.08, 0.09, 0.09, 0.12, 0.12, 0.12, 0.12, 0.08, 0.08, 0.09, -0.10, -0.20, -0.19, -0.17, -0.21, -0.08, 0.08, 0.08, 0.09, 0.13, 0.11, 0.12, 0.11, 0.08, 0.08, 0.09, -0.10, -0.19, -0.18, -0.21, -0.17, -0.11, 0.08, 0.08, 0.08, 0.12, 0.12, 0.12, 0.12, 0.08, 0.08, 0.08, -0.10, -0.18, -0.22, -0.25, -0.19, -0.05, 0.08, 0.08, 0.09, 0.12, 0.12, 0.13, 0.12, 0.08, 0.09, 0.09, -0.07, -0.20, -0.20, -0.16, -0.18, -0.14, 0.07, 0.08, 0.08, 0.11, 0.12, 0.12, 0.12, 0.08, 0.08, 0.09, -0.08, -0.18, -0.22, -0.24, -0.16, -0.10, 0.08, 0.07, 0.09, 0.12, 0.13, 0.12, 0.12, 0.08, 0.08, 0.08]
}